[1]
DFT (ωB97M-V with the def2-TZVPD basis set) results for a 9-piece molecular cluster, C42H109FN8O14 overall.

Structure (XYZ):
```
174
Properties=species:S:1:pos:R:3:mulliken_charge:R:1
H 1.804 -9.652 7.186 0.235
C 5.781 -20.047 5.496 -0.816
H 5.978 -12.154 7.019 -0.771
H 7.209 -13.869 8.338 -0.698
H 8.527 -8.859 11.875 -0.832
H 14.111 -4.127 7.107 0.329
H 8.757 -17.542 10.903 0.259
H 7.451 -4.075 10.968 0.162
O 11.058 -11.976 8.709 -0.508
C 4.923 -10.493 11.707 -1.325
O 5.414 -5.733 10.446 -0.339
C 11.252 -18.203 15.775 -0.809
H 11.429 -8.927 4.475 0.325
O 5.474 -15.478 7.796 -0.074
H 8.961 -4.124 11.878 0.353
C 5.785 -17.229 3.037 -0.257
H 6.538 -12.410 15.433 0.413
O 8.740 -8.751 13.942 -0.283
H 7.565 -13.641 3.564 -0.139
H 8.998 -9.831 8.550 -0.969
H 7.665 -11.439 4.094 -0.273
H 13.932 -3.719 8.846 0.288
H 6.607 -9.802 12.788 0.028
H 7.213 -9.395 6.392 0.148
H 6.112 -11.176 4.798 0.792
H 9.853 -11.183 4.268 0.506
H 3.722 -16.815 7.935 0.354
N 9.903 -9.660 8.136 2.836
H 5.276 -17.555 7.811 0.273
N 9.161 -9.639 5.453 -0.556
N 8.546 -15.385 14.592 -0.132
C 5.158 -12.241 7.731 0.121
H 7.804 -17.234 3.593 0.308
H 5.239 -17.138 2.098 0.368
H 10.688 -15.652 16.398 0.360
H 12.104 -17.572 15.522 0.324
C 8.235 -14.091 5.883 -0.447
C 6.817 -11.808 14.569 -0.487
C 10.222 -12.829 9.488 -0.223
H 6.167 -20.777 4.784 0.366
H 8.324 -14.694 16.477 0.370
C 13.506 -9.653 6.288 -1.209
H 10.789 -10.552 12.947 0.575
H 12.604 -11.618 10.123 0.255
H 3.864 -10.761 8.736 0.497
C 7.362 -14.685 3.803 0.430
H 13.695 -8.695 5.804 0.479
C 5.136 -7.069 10.020 -0.326
H 6.961 -11.316 11.982 -0.440
C 13.446 -4.149 7.971 -0.889
N 7.261 -17.009 2.772 -0.473
H 4.649 -11.420 11.203 0.166
O 12.143 -9.891 6.215 0.113
H 4.678 -16.701 6.447 0.082
C 4.723 -16.657 7.535 -0.728
H 9.772 -16.536 17.549 0.443
C 10.137 -10.617 5.156 -0.125
H 9.001 -9.067 4.636 0.587
H 5.273 -10.485 2.557 0.287
C 8.265 -4.724 11.291 -0.603
C 4.439 -10.815 7.812 -0.259
O 8.318 -15.030 4.795 -0.550
O 5.866 -18.775 4.899 -0.147
H 13.863 -9.644 7.318 0.338
H 6.420 -19.994 6.377 0.197
H 5.891 -9.653 10.109 -0.891
H 3.945 -4.690 9.362 0.358
H 14.094 -10.433 5.804 0.227
C 2.825 -9.397 6.899 -0.402
H 10.140 -11.327 5.983 -0.199
H 5.735 -7.379 9.164 0.029
H 11.367 -19.017 15.060 0.260
H 7.260 -10.920 15.020 0.207
H 9.046 -11.092 13.080 0.052
O 9.082 -5.207 10.238 -0.442
H 8.862 -16.277 14.240 0.203
N 5.130 -9.414 10.729 0.631
C 9.641 -8.602 15.002 -0.872
H 3.370 -8.776 7.609 0.050
H 8.470 -15.371 1.961 0.413
H 6.561 -16.075 14.306 0.582
H 9.100 -8.470 15.940 0.250
C 8.761 -16.526 11.299 -0.342
C 7.518 -15.535 2.466 -1.091
O 10.051 -17.519 15.681 -0.313
H 6.766 -15.194 1.753 0.371
H 9.525 -5.446 7.723 0.590
C 6.219 -9.972 2.380 -0.791
H 7.784 -14.228 12.161 -0.854
H 12.879 -12.884 9.044 0.395
H 10.056 -8.336 12.375 0.652
N 10.704 -7.072 8.493 -0.694
H 12.402 -7.901 7.636 0.167
H 9.014 -15.813 10.515 -0.031
C 5.283 -8.064 11.226 -0.300
H 10.358 -9.422 14.977 0.343
H 10.530 -13.870 9.393 0.608
H 9.405 -16.440 12.175 0.253
O 6.815 -9.630 3.605 -0.487
C 7.207 -15.239 14.037 -1.325
H 2.667 -8.903 5.940 0.293
H 8.852 -14.558 6.651 0.276
H 6.314 -11.666 9.260 -0.765
F 7.583 -10.276 9.304 -0.961
H 10.250 -8.731 8.326 1.193
H 5.146 -10.000 7.965 -0.015
H 12.149 -10.533 4.273 0.529
H 10.570 -10.374 8.392 0.563
N 9.846 -10.922 11.155 0.628
H 5.400 -5.031 8.415 0.339
H 11.427 -5.125 6.775 0.357
O 5.756 -11.447 13.670 -0.584
H 7.615 -16.235 16.310 0.379
H 6.279 -7.812 11.589 -0.151
H 9.274 -12.859 8.953 -0.693
C 7.791 -10.123 5.824 -0.327
H 7.550 -5.854 8.943 -0.125
H 11.103 -6.415 9.148 0.605
C 10.061 -12.381 11.011 -0.392
H 8.994 -10.716 10.651 -0.602
H 4.536 -18.890 3.358 0.373
H 9.213 -12.926 11.424 -0.325
H 7.204 -13.983 6.221 0.290
C 12.230 -5.821 7.020 -0.845
N 5.779 -12.492 9.033 0.375
H 7.611 -12.322 14.027 0.005
O 3.656 -10.529 6.642 -0.487
H 8.869 -7.043 7.369 0.064
O 7.440 -16.333 11.755 -0.460
H 4.731 -14.981 9.719 0.337
H 7.864 -5.435 12.013 0.195
C 8.509 -6.190 9.336 0.935
H 6.349 -14.773 4.197 0.161
C 9.284 -9.061 12.633 0.173
C 6.428 -13.810 9.096 2.164
H 7.020 -10.493 1.857 0.315
H 6.948 -13.765 10.053 -0.739
C 7.174 -15.080 12.459 0.891
H 12.747 -3.336 7.774 0.344
H 4.565 -7.799 12.002 0.547
C 9.779 -10.490 12.542 -0.349
C 7.038 -10.665 4.536 -0.036
H 5.265 -16.449 3.593 0.232
H 5.428 -3.799 9.665 0.286
H 8.641 -13.111 5.630 0.347
C 8.500 -15.668 16.021 -0.804
H 6.330 -15.855 9.544 0.435
H 6.194 -19.395 2.944 0.429
C 6.184 -10.769 12.516 1.597
C 5.639 -15.120 9.132 -1.370
C 11.626 -7.183 7.369 -0.234
H 12.846 -5.855 6.122 0.570
H 4.724 -20.161 5.734 0.278
H 11.129 -7.588 6.487 -0.230
C 9.849 -16.343 16.479 -0.593
H 4.513 -13.096 7.526 0.727
H 11.408 -18.653 16.755 0.300
C 5.595 -18.670 3.495 -0.834
H 4.116 -7.088 9.637 0.525
C 9.403 -6.455 8.116 -0.900
O 12.854 -5.382 8.191 -0.316
H 9.653 -9.736 7.160 -0.103
H 8.251 -7.096 9.885 -0.461
H 7.912 -10.913 6.566 -0.447
C 12.431 -11.892 9.083 -0.725
H 10.185 -7.673 14.835 0.313
C 5.030 -4.781 9.409 -0.893
H 6.121 -14.920 12.228 0.338
H 10.924 -12.753 11.564 0.734
C 11.518 -9.920 4.917 -0.887
H 5.866 -9.167 1.734 0.273
H 13.021 -11.233 8.445 0.027
H 4.072 -10.232 12.337 0.461
H 6.685 -14.364 14.424 0.564
```

Output
LUMO = 0.4 eV
ΔE to the lowest compared entry with this formula, charge and spin = 0.0 kcal/mol
Kohn-Sham gap = 7.970 eV

[2]
DFT (ωB97M-V with the def2-TZVPD basis set) results for C42H111N9O12 as an isolated structure.

Structure (XYZ):
```
174
Properties=species:S:1:pos:R:3:mulliken_charge:R:1
C -4.898 5.102 -0.009 -0.554
H 6.840 -2.873 1.666 0.368
H -0.437 9.430 -7.258 0.248
C -0.294 -1.525 0.490 -1.815
C 0.769 -10.345 -8.130 -0.723
H 1.061 -3.523 -3.079 0.240
O -1.303 0.785 -1.413 -0.505
H 2.196 -2.022 3.991 0.218
H 8.974 -1.632 5.436 0.240
C 0.039 -9.044 -4.786 -0.747
H -2.375 5.528 -0.615 0.453
H -5.296 0.784 2.860 0.407
H -0.704 -0.153 2.613 -0.256
N 2.336 -1.073 3.634 -0.352
O -3.744 4.682 0.689 -0.295
H -0.947 6.449 -2.761 0.192
H 1.644 -5.750 -3.813 0.001
H -0.540 -1.825 -0.536 0.476
C -0.677 6.403 -6.088 -0.819
H 0.820 -9.446 -8.767 0.287
C 4.115 4.697 0.243 -1.257
O -2.368 -0.302 3.712 -0.142
C -0.356 1.685 -1.832 -0.006
H 0.134 -8.134 -6.757 0.302
H -9.249 4.713 4.454 0.286
H -0.127 3.844 -5.134 0.453
H 7.166 -4.005 3.831 0.475
C -0.176 -0.057 0.613 2.163
H 1.046 4.838 1.692 0.214
H 0.862 0.059 2.373 -0.535
H -1.454 1.617 0.495 0.344
H -0.462 7.857 -8.140 0.303
C -0.772 4.470 -4.507 -0.895
H 3.097 -1.616 -3.293 0.322
H 0.884 -0.295 8.187 0.289
N -2.311 2.524 3.259 -0.673
C 4.381 -0.031 0.715 0.316
H 3.509 0.261 1.329 -0.078
C 2.689 -0.107 4.771 0.915
H 2.248 3.529 1.778 -0.452
H 2.625 2.020 5.026 0.488
N 5.208 -1.652 2.391 0.161
H -4.759 -7.063 -3.721 0.247
H 1.050 -8.849 -4.417 0.363
H 0.062 2.461 -0.884 0.846
H -0.557 -4.689 -4.191 0.294
C -0.832 8.419 -7.281 -0.744
H 0.604 -2.048 0.821 0.217
C -7.251 3.259 3.771 0.135
N -6.326 4.204 1.744 -0.250
H -9.144 4.315 6.192 0.278
H -6.608 5.295 3.531 0.312
H 5.835 -0.886 2.667 0.199
H 3.166 -1.129 3.040 -0.301
H -0.265 1.622 -2.918 0.347
N -0.002 -5.106 -4.953 -0.821
H -0.183 -10.058 -4.378 0.314
C 3.359 -2.568 -2.796 -0.633
C -1.880 -7.193 -2.220 -0.437
H -4.616 -6.398 -2.055 0.278
C 4.805 -1.439 1.011 -1.224
H -0.656 2.735 -1.661 -0.235
O 3.042 -3.633 -3.598 -0.367
H -4.668 6.033 -0.576 0.382
H -6.802 5.834 0.458 0.426
C -3.162 0.554 4.485 -1.310
H 1.547 -11.052 -8.409 0.263
H -9.646 3.091 5.089 0.261
C 2.159 1.251 4.401 -0.933
H -8.077 4.846 2.591 0.528
O 2.504 0.183 7.041 -0.346
H 4.490 3.955 0.967 0.237
C -0.084 -9.102 -6.274 -0.432
H -0.268 -6.111 -4.909 0.209
H 2.451 6.358 2.557 0.306
H -1.094 -9.451 -6.543 0.357
C 1.847 4.333 1.117 0.380
C -4.078 -6.686 -2.965 -0.700
H -1.855 -7.195 -1.116 0.413
O -7.644 3.543 5.088 -0.370
H 1.077 1.288 4.519 0.097
C 7.998 -2.122 5.479 -0.727
H 5.393 -3.706 2.184 0.343
H 3.360 -5.116 -5.590 0.348
N 3.284 6.074 2.044 -0.732
H -3.599 -5.776 -3.365 0.308
H 7.381 -1.695 6.283 0.254
H -4.904 2.288 2.040 0.225
H 4.428 -2.606 -2.626 0.327
H 2.376 -1.660 6.190 0.418
C 2.118 -0.605 5.993 -0.485
C 1.432 -4.984 -4.595 1.081
N -1.238 6.742 -3.695 -0.718
H -3.899 0.829 1.834 0.014
C -1.338 0.636 -0.004 -0.691
H -0.818 -9.035 -2.289 0.485
H -1.685 -6.145 -2.527 0.095
H 5.745 -3.262 4.522 0.275
H -1.927 8.509 -7.280 0.295
H 1.012 -0.531 5.911 -0.084
C 1.672 -3.679 -3.981 -0.641
H -0.483 3.164 0.644 -0.816
H 0.824 1.880 0.591 -0.494
H 2.857 -2.562 -1.808 0.179
H 4.003 -2.122 0.730 0.180
H 0.064 5.925 -6.749 0.349
O 1.396 3.766 -0.089 -0.431
H -0.966 7.723 -3.780 0.287
H -5.434 3.794 2.049 0.023
C -8.941 3.957 5.179 -0.656
H -1.718 6.239 -6.413 0.382
H 2.461 6.058 0.157 0.259
O -0.407 7.803 -6.084 -0.317
H 2.409 1.449 3.362 -0.028
H -0.198 -10.851 -8.322 0.294
C 6.040 -2.846 2.423 -0.663
C 0.387 2.767 0.120 0.053
H 2.289 -1.360 8.346 0.301
H 2.875 1.619 -0.429 0.038
H -1.127 -1.848 1.129 0.340
H 2.338 0.303 9.019 0.269
H -3.038 -1.999 4.702 0.376
H 1.469 -2.867 -4.705 0.326
H 0.160 -7.627 -2.442 0.336
H -1.502 -2.137 3.765 0.264
C 2.300 -5.276 -5.805 -1.499
H 5.667 -1.616 0.340 0.497
H -1.501 -1.311 5.307 0.267
O 0.930 -10.020 -6.755 -0.308
H 3.901 4.169 -0.681 0.185
C -3.576 1.805 3.726 1.006
C -7.086 4.514 2.912 -0.783
N -0.039 0.419 2.037 1.224
H -2.784 3.779 -0.873 0.310
H -1.855 -8.278 -4.434 0.172
H 3.790 -0.112 4.832 0.094
H 5.204 0.686 0.909 0.287
C -5.936 5.423 1.000 -0.712
H -1.557 1.861 3.058 -0.023
H -2.665 0.893 5.414 0.398
O -3.160 -7.667 -2.711 -0.373
C -0.813 -8.028 -2.777 -0.722
H 8.212 -3.177 5.726 0.314
C -0.446 5.927 -4.674 0.650
H -1.827 4.259 -4.678 0.382
C 2.906 5.327 0.844 0.393
H 0.645 6.074 -4.512 0.133
H 2.173 -6.306 -6.141 0.297
H -2.229 0.050 0.248 0.352
O 4.118 -0.023 -0.619 -0.247
H -5.513 6.259 1.594 0.325
H -1.802 4.290 0.542 -0.033
N -0.881 -8.063 -4.209 -0.073
H 3.830 5.481 2.670 0.267
H 0.753 0.317 0.155 -0.457
H 4.521 1.953 -1.131 0.427
H 3.276 1.137 -2.091 0.219
H -5.233 4.390 -0.785 0.342
C -4.455 1.429 2.545 -1.058
H -2.498 3.017 2.389 0.162
C 3.679 1.249 -1.086 -0.591
H 2.017 -4.612 -6.631 0.344
H 0.640 1.498 -1.421 0.035
H -4.090 0.042 4.798 0.470
C -2.111 -1.497 4.403 -0.990
C -2.606 4.570 -0.133 -0.639
O 7.338 -1.975 4.172 -0.364
H -6.315 2.695 3.781 -0.318
H 4.903 5.424 0.058 0.472
H -8.004 2.610 3.275 0.256
H -0.560 4.134 -3.484 -0.165
C 6.555 -3.078 3.790 -0.612
H -4.055 2.486 4.437 0.540
C 1.992 -0.307 8.195 -0.741
```

Output
LUMO = 0.5 eV
ΔE to the lowest compared entry with this formula, charge and spin = 106.3 kcal/mol
Kohn-Sham gap = 9.097 eV